Entry from OMol25: a molecular structure, C61H42BrN5PRbSe2 (ωB97M-V with the def2-TZVPD basis set).

```
113
C61H42BrN5PRbSe2 (ωB97M-V with the def2-TZVPD basis set)
Rb 0.08481 0.52476 -0.66857
C -5.45407 -1.47293 4.88808
C -5.48063 -0.42995 3.97380
C -4.50951 -0.33816 2.98599
C -3.49041 -1.28548 2.88334
C -3.48131 -2.33241 3.81107
C -4.44673 -2.42585 4.80124
C -2.43989 -1.19303 1.83235
C -2.88859 -1.21047 0.49031
C -4.27471 -1.43830 0.07358
C -4.27592 -1.42038 -1.27772
C -2.89046 -1.18320 -1.69139
N -2.11186 -1.06855 -0.59793
C -2.44103 -1.14342 -3.03228
C -1.09692 -1.09220 -3.50318
C -0.67635 -0.90341 -4.89007
C 0.67845 -0.86741 -4.88340
C 1.09024 -1.01871 -3.49379
C 2.42169 -0.95042 -3.02663
C 3.48161 -0.81304 -4.07286
C 4.32546 -1.88903 -4.35051
C 5.32500 -1.78383 -5.30678
C 5.49898 -0.59428 -6.00242
C 4.66924 0.48375 -5.73126
C 3.66959 0.37540 -4.77299
C 2.89983 -0.97563 -1.69356
N 2.13450 -1.15179 -0.59876
C 2.88725 -0.89054 0.48438
C 2.40461 -0.80094 1.81175
C 3.42178 -0.46596 2.85638
C 3.44684 0.81811 3.39952
C 4.38188 1.15474 4.36862
C 5.30481 0.21411 4.80712
C 5.29122 -1.06394 4.26572
C 4.35622 -1.39928 3.29418
C 1.07709 -0.91270 2.27456
C 0.67068 -0.88383 3.67712
C -0.67656 -1.01112 3.68898
C -1.10003 -1.10459 2.29062
N -0.01905 -1.05483 1.49606
C 4.25391 -0.59044 0.06902
C 4.26460 -0.65015 -1.28398
N -0.00815 -1.17316 -2.71833
C -3.49466 -1.17033 -4.08392
C -4.47872 -0.18335 -4.16328
C -5.45644 -0.22088 -5.14734
C -5.47434 -1.24829 -6.07997
C -4.50325 -2.23966 -6.01688
C -3.52930 -2.19964 -5.03134
H -6.20976 -1.54288 5.66151
H -6.25769 0.32346 4.02987
H -4.53380 0.48154 2.27740
H -2.69873 -3.07714 3.73302
H -4.41356 -3.25109 5.50317
H -5.11624 -1.63269 0.72046
H -5.12353 -1.59905 -1.92116
H -1.31641 -0.77830 -5.74986
H 1.33287 -0.73130 -5.73080
H 4.18067 -2.80917 -3.79747
H 5.96789 -2.63313 -5.50685
H 6.28090 -0.50669 -6.74779
H 4.80226 1.41992 -6.26056
H 3.02827 1.21942 -4.54977
H 2.73925 1.55573 3.03754
H 4.39011 2.16085 4.77112
H 6.03719 0.47356 5.56297
H 6.00929 -1.80591 4.59583
H 4.34074 -2.39332 2.86305
H 1.32225 -0.77111 4.53068
H -1.31224 -0.99996 4.56183
H 5.07124 -0.32157 0.72085
H 5.10204 -0.44109 -1.93299
H -4.45819 0.62728 -3.44545
H -6.20330 0.56337 -5.18982
H -6.23596 -1.27563 -6.85043
H -4.50702 -3.05208 -6.73445
H -2.77693 -2.97625 -4.97263
Se -0.98390 3.83015 -1.14100
P 0.45688 4.21433 0.40535
Se 2.44273 3.43992 0.14228
C 0.47012 5.99091 0.86089
C 1.64986 6.72051 0.88973
C 1.63832 8.05955 1.26662
C 0.44635 8.67163 1.61892
C -0.73938 7.94399 1.58787
C -0.72778 6.61295 1.20547
C -0.14806 3.52997 2.00913
C -1.27972 2.72944 2.09523
C -1.66364 2.18082 3.31463
C -0.92749 2.44072 4.45737
C 0.20374 3.24710 4.38017
C 0.59319 3.78031 3.16455
H 2.57084 6.21656 0.61781
H 2.56608 8.61956 1.28339
H 0.43473 9.71350 1.91795
H -1.67774 8.41384 1.85790
H -1.65228 6.04871 1.16193
H -1.84571 2.53242 1.19096
H -2.52696 1.52761 3.35923
H -1.21877 1.99500 5.40105
H 0.79441 3.44094 5.26824
H 1.49643 4.37713 3.09922
Br 0.40008 -8.23897 -0.48546
C 0.19315 -6.35015 -0.46424
C 0.32970 -5.65517 0.72222
C 0.16610 -4.27365 0.67347
N -0.10620 -3.60649 -0.43778
C -0.23130 -4.29460 -1.56265
C -0.09087 -5.67771 -1.63777
H 0.55604 -6.16014 1.65118
H 0.26753 -3.66737 1.56985
H -0.44134 -3.70413 -2.44977
H -0.19808 -6.20126 -2.57771
```

Results
HOMO-LUMO gap, eV: 4.9
HOMO, eV: -1.37
Total charge: -2
DFT total energy, hartree: -10365.9744